Computed, not measured: 13 unconnected molecules or ions with the total composition C51H87F9O43P4, with ωB97M-V/def2-TZVPD.

Calculated values
DFT total energy   -7495.48300 Eh
F_max   0.10385 Eh/bohr
LUMO energy   -0.0014 Ha

Geometry as XYZ:
```
194
C51H87F9O43P4, DFT ωB97M-V/def2-TZVPD
P 3.86341 -2.34348 -1.46212
P 1.41647 5.03490 -5.72806
P -0.43283 0.17491 1.68397
P -5.52767 -0.02644 -3.20332
F 2.91338 -1.92753 6.74808
F 7.61746 1.15847 0.59089
F -4.50588 5.74315 -2.45993
F -3.61619 -5.93733 6.69343
F -1.32048 2.81771 -2.05858
F -7.45734 2.31019 3.74611
F 0.83894 -7.44247 1.15984
F 0.70821 -3.99158 0.77579
F 3.42198 3.63901 2.56127
O 2.98103 5.01880 -6.22232
O 1.24193 6.54021 -5.13423
O -2.51561 -4.71946 5.24409
O 3.22449 -3.79400 -1.10192
O 0.43801 -0.43277 6.89210
O -4.33959 3.11335 4.26337
O -4.26611 -0.60960 -2.36399
O -2.96604 1.52561 -6.08625
O 2.98635 -1.43834 -2.18450
O -1.90655 -5.27255 1.26238
O 7.40781 2.68578 -0.96951
O -4.34642 5.21918 3.54438
O -1.14238 0.14086 0.33508
O 3.65905 -4.81692 2.85000
O 2.82623 -6.76990 2.02821
O 5.25112 2.57231 -0.44812
O -1.01168 -6.31834 5.46938
O 5.33456 -2.67206 -2.08863
O -6.51289 4.28152 -0.89450
O -5.98366 1.41958 -3.00000
O 4.69534 2.57506 5.28078
O -6.74959 -1.09041 -2.95951
O -0.39348 -4.19197 5.82006
O -1.33737 0.91741 2.90869
O 0.98259 0.86298 1.85324
O 3.81872 1.64325 3.59661
O -2.39369 2.53681 -4.10507
O 4.24935 -1.82435 0.05437
O 1.17639 1.38610 5.73743
O -1.10797 -4.40998 -0.59888
O -0.42401 -1.37060 2.25137
O 1.59878 -5.61748 3.40721
O -5.09676 2.92217 0.35454
O -2.26050 -6.40449 -0.68600
O 5.43378 0.55649 4.66886
O -4.54616 3.72401 -1.72984
O 1.38789 4.10318 -4.36260
O -1.92498 0.43743 -4.39034
O 5.74938 3.15867 -2.53301
O -4.99408 -0.37474 -4.67502
O 0.46490 4.71029 -6.77312
O 2.48555 0.17823 7.11408
O -6.07117 3.85064 3.08223
C 3.54667 3.43373 5.01529
C 1.92405 0.54282 0.86580
C -1.31736 2.33363 2.93347
C 2.40233 3.97820 -3.45542
C 0.05652 7.09332 -4.60301
C 7.35371 2.43047 0.35566
C 0.30034 8.41359 -3.89581
C -2.22624 -6.98633 5.14193
C -5.35350 3.60231 -0.68480
C -0.56093 -3.62758 0.44061
C -1.35406 -4.05012 1.64070
C -5.12178 4.60382 -2.59718
C 5.90981 2.68497 0.79522
C -4.11902 -2.34710 -0.62126
C -4.04779 -1.81888 -6.30716
C 0.89836 -6.83892 3.31771
C 3.59497 3.86866 -6.70007
C -4.39283 -0.82416 -0.90396
C -8.54779 -1.84926 -4.50577
C -4.89556 4.16498 3.65306
C 5.15398 -2.52050 0.84920
C -4.86707 -1.75753 -5.04457
C 1.67779 1.42185 -0.42743
C 1.25268 -2.10467 3.74499
C -2.16890 2.06220 -2.78795
C -1.26004 -4.96924 5.44139
C 6.91048 -0.90457 -1.88015
C 2.49966 -1.05165 7.71703
C 3.82443 -6.05365 -1.47931
C -5.21509 2.05647 4.27392
C 6.12796 -1.78857 -2.80182
C -8.11919 -0.87493 -3.38359
C 5.11253 -1.77171 2.19227
C 3.26928 3.59474 -8.16520
C 1.63258 -7.51858 2.16522
C -6.24309 2.42643 3.25537
C -6.57248 4.64367 -2.20991
C 3.14735 2.87544 3.65659
C 4.70396 1.49782 4.54145
C 6.15257 2.75240 -1.43920
C 3.02514 -4.81552 -2.02218
C -1.54103 0.73785 -3.04877
C 1.36656 0.47375 6.50799
C -2.51370 1.47994 -4.95662
C -0.12535 -1.56708 3.61148
C 2.73483 -5.64757 2.75484
C 0.99933 -1.32810 7.85505
C -1.80182 -5.43285 -0.09454
C 2.15371 4.79609 -2.11745
C -2.08805 2.94400 1.79859
C -3.28227 -5.91053 5.42563
H -8.04103 -1.77907 -5.46825
H 2.21831 3.59387 -8.45425
H 6.32389 -0.54504 -1.03472
H -4.39341 -2.68536 -6.87096
H -1.62623 2.65259 3.92894
H 4.90904 -5.96650 -1.54341
H -2.04807 0.02508 -2.39841
H -0.63056 8.71994 -3.41867
H 3.55140 2.59932 -8.50818
H 1.86178 -0.50178 0.56080
H -3.67406 -0.21167 -0.35961
H 1.25074 4.39969 -1.65313
H 3.83151 4.48535 5.04769
H -2.26808 -7.05885 4.05515
H 4.67374 3.86561 -6.54403
H 0.70944 1.35964 -0.92394
H -0.61771 -2.55964 0.22993
H -8.28727 0.09702 -3.84745
H 1.84202 -8.57607 2.32633
H 3.73535 4.34469 -8.80432
H 2.06626 2.74115 3.69297
H -9.61080 -1.77947 -4.73649
H 3.38398 4.12025 -3.90738
H -3.21237 -2.71942 -1.09818
H -0.68767 7.23311 -5.38707
H 3.10663 -1.16572 8.61518
H -0.75339 -4.38515 2.48630
H 1.98963 -5.11727 -2.17956
H 2.44916 2.92924 -3.16289
H 0.63971 -1.10745 8.86008
H -8.70813 -0.88519 -2.46644
H 7.25327 -0.04121 -2.45043
H 4.14155 -1.92520 2.66316
H 8.10037 2.99001 0.91914
H 2.92233 0.78148 1.23265
H 2.97418 4.74777 -1.40150
H 5.49208 1.96565 1.49961
H 1.30743 -3.02005 3.15578
H -6.16376 1.88001 2.31556
H -4.27860 -2.27696 -4.28827
H -3.87374 -2.42718 0.43776
H 5.47221 -1.22259 -3.46345
H -5.39463 -0.54368 -0.57863
H 3.55420 -6.12242 -0.42558
H 3.53769 -6.97275 -1.99034
H -6.96964 5.64633 -2.36814
H 0.76437 -2.36460 7.61307
H 0.75355 9.20846 -4.48816
H 3.36205 -4.51039 -3.01288
H -4.15878 -5.93714 4.77825
H -0.14112 -0.65886 4.21397
H -3.08901 1.90143 -2.22612
H 6.17103 -2.64598 0.47775
H 0.99505 -7.37128 4.26393
H -5.73929 1.96480 5.22519
H -0.27671 2.65469 2.88809
H -2.12699 -3.32838 1.90487
H -4.77173 1.09960 3.99841
H -1.56371 2.97993 0.84367
H 3.32523 2.95745 -6.16617
H -4.10016 -0.89249 -6.87913
H 1.40577 -2.34409 4.79729
H 1.74957 2.45710 -0.09396
H 1.05002 8.24212 -3.12336
H -3.00813 -2.09537 -6.13177
H 4.82578 -3.55592 0.94022
H -2.34178 3.97980 2.02412
H 7.64027 -1.42845 -1.26287
H -5.88447 -2.14859 -5.05344
H -2.36612 -7.96800 5.59454
H 6.84958 -2.31076 -3.43005
H 2.07600 -1.46059 3.43610
H -0.39320 6.48401 -3.81905
H -0.48738 0.64875 -2.78417
H 2.76164 3.28566 5.75683
H 5.10545 -0.69365 2.03152
H -3.10048 2.55519 1.68953
H -7.09119 3.91362 -2.83125
H 2.41559 1.25881 -1.21304
H -0.13384 -6.60676 3.05548
H 6.00122 -2.08080 2.74253
H 5.68758 3.62969 1.29144
H -4.92377 -3.04713 -0.84587
H -8.40285 -2.89130 -4.22072
H -0.84602 -2.28805 3.99740
H 1.87794 5.84434 -2.23246
H -4.94844 4.26603 -3.61892
```

Mulliken population analysis, charges in e, atoms 1 to 99: number 1, P, carries -0.27; number 2, P, carries 0.92; number 3, P, carries -0.37; number 4, P, carries -0.26; number 5, F, carries -0.24; number 6, F, carries -0.23; number 7, F, carries -0.33; number 8, F, carries -0.29; number 9, F, carries -0.14; number 10, F, carries -0.35; number 11, F, carries -0.22; number 12, F, carries 0.13; number 13, F, carries -0.35; number 14, O, carries -0.39; number 15, O, carries -0.33; number 16, O, carries -0.26; number 17, O, carries 0.24; number 18, O, carries -0.34; number 19, O, carries -0.30; number 20, O, carries 0.44; number 21, O, carries -0.61; number 22, O, carries -0.64; number 23, O, carries -0.52; number 24, O, carries -0.29; number 25, O, carries -0.56; number 26, O, carries 0.10; number 27, O, carries -0.57; number 28, O, carries -0.28; number 29, O, carries 0.03; number 30, O, carries -0.28; number 31, O, carries -0.22; number 32, O, carries -0.36; number 33, O, carries -0.48; number 34, O, carries -0.44; number 35, O, carries -0.19; number 36, O, carries -0.60; number 37, O, carries -0.43; number 38, O, carries 0.96; number 39, O, carries 0.35; number 40, O, carries -0.51; number 41, O, carries 0.55; number 42, O, carries -0.45; number 43, O, carries -0.50; number 44, O, carries -0.01; number 45, O, carries -0.11; number 46, O, carries -0.33; number 47, O, carries -0.62; number 48, O, carries -0.56; number 49, O, carries 0.05; number 50, O, carries 0.02; number 51, O, carries -0.39; number 52, O, carries -0.58; number 53, O, carries -0.15; number 54, O, carries -0.71; number 55, O, carries -0.28; number 56, O, carries -0.30; number 57, C, carries -0.54; number 58, C, carries 0.13; number 59, C, carries 0.49; number 60, C, carries -0.27; number 61, C, carries 0.04; number 62, C, carries 0.35; number 63, C, carries -1.36; number 64, C, carries -0.33; number 65, C, carries 0.14; number 66, C, carries 1.53; number 67, C, carries 1.24; number 68, C, carries 0.33; number 69, C, carries 0.35; number 70, C, carries -1.53; number 71, C, carries -1.31; number 72, C, carries -0.07; number 73, C, carries -0.23; number 74, C, carries 0.27; number 75, C, carries -1.31; number 76, C, carries 0.68; number 77, C, carries -0.07; number 78, C, carries 0.24; number 79, C, carries -0.61; number 80, C, carries 0.37; number 81, C, carries 1.43; number 82, C, carries 0.78; number 83, C, carries -0.47; number 84, C, carries 0.20; number 85, C, carries -0.99; number 86, C, carries -0.29; number 87, C, carries -0.46; number 88, C, carries -0.23; number 89, C, carries -0.14; number 90, C, carries -1.24; number 91, C, carries 0.36; number 92, C, carries 0.62; number 93, C, carries -0.41; number 94, C, carries 1.40; number 95, C, carries 0.56; number 96, C, carries 0.33; number 97, C, carries -0.35; number 98, C, carries 0.71; number 99, C, carries 0.69